Entry from the Open Molecules 2025 dataset: a cluster of 2 separate species, CH6NO in total in a non-equilibrium geometry (the ωB97M-V functional and the def2-TZVPD basis).

Last column: natural (NBO) charge in e.
Positions of all 9 atoms, in Å:
C1 -0.49536 -0.49049 0.38947  0.151
N1 -0.97033 0.43876 -0.30874  -0.652
O1 1.53088 0.25881 -0.33856  -0.948
H1 -0.58266 -0.64294 1.44107  0.243
H2 -0.09823 -1.30199 -0.24726  0.235
H3 -0.84075 0.35218 -1.37307  0.471
H4 -1.83822 0.93309 0.15106  0.465
H5 2.12386 -0.46674 -0.21388  0.515
H6 1.17082 0.91933 0.49991  0.519

HOMO energy: -0.6020 Ha
Total charge: +1

Entry from the Open Molecules 2025 dataset: the molecule C6H12O in a non-equilibrium geometry (the ωB97M-V functional and the def2-TZVPD basis).

Last column: natural (NBO) charge in e.
Positions of all 19 atoms, in Å:
C1 -1.54344 0.14329 1.60749  -0.636
C2 -0.23340 -0.35258 1.02320  0.106
O1 -0.32877 -1.73181 0.59006  -0.538
C3 -0.28237 -1.33108 -0.79094  -0.060
C4 0.20956 0.04614 -0.38400  -0.056
C5 1.87906 -0.01357 -0.39737  -0.652
C6 -0.22885 1.31681 -1.09609  -0.670
H1 -1.76421 -0.43805 2.51063  0.225
H2 -1.48509 1.20056 1.89216  0.212
H3 -2.37725 0.01634 0.90926  0.211
H4 0.58061 -0.20059 1.74190  0.172
H5 -1.27205 -1.38696 -1.27132  0.173
H6 0.44413 -1.89034 -1.38971  0.176
H7 2.16902 -0.94781 0.08471  0.221
H8 2.39256 0.80574 0.15319  0.212
H9 2.36303 -0.01301 -1.40152  0.212
H10 0.84763 1.39481 -1.21045  0.251
H11 -0.63096 2.15092 -0.50436  0.220
H12 -0.73921 1.23119 -2.06684  0.220

SMILES: C[C@H]1OCC1(C)C
HOMO energy: -0.3520 Ha

Entry from the Open Molecules 2025 dataset: a structure of composition C17H35CuO16V in a non-equilibrium geometry (the ωB97M-V functional and the def2-TZVPD basis).

Last column: natural (NBO) charge in e.
Positions of all 70 atoms, in Å:
V1 -3.11349 -0.67116 -1.39841  1.667
Cu1 -1.58074 -2.40620 -3.94681  0.933
C1 0.45702 -2.96972 -1.51341  -0.647
C2 -0.09693 -1.63214 -1.08487  -0.063
O1 -1.17030 -1.22496 -1.95163  -1.054
H1 1.26127 -3.24821 -0.83026  0.263
H2 0.94607 -2.83430 -2.48636  0.210
H3 -0.29291 -3.75696 -1.58134  0.204
H4 0.66411 -0.85367 -1.03055  0.202
H5 -0.58818 -1.77292 -0.11390  0.154
C3 -3.41951 3.31070 0.87559  -0.276
O2 -2.73401 2.50287 1.80370  -0.424
C4 -2.63312 1.22081 1.58030  1.051
O3 -2.95177 0.65059 0.53653  -0.825
O4 -2.00142 0.68550 2.58208  -0.439
C5 -1.84035 -0.75169 2.63106  -0.260
H6 -4.47067 3.05097 0.75798  0.195
H7 -2.90878 3.30085 -0.09669  0.178
H8 -3.36126 4.37713 1.08218  0.243
H9 -0.90730 -1.03662 2.14711  0.192
H10 -2.72656 -1.18552 2.17664  0.184
H11 -1.74906 -1.01032 3.68116  0.240
C6 1.05847 -6.39539 -0.35874  -0.250
O5 0.88664 -7.25214 0.75604  -0.505
C7 1.96511 -7.90794 1.19270  0.977
O6 3.06724 -7.85307 0.74446  -0.629
O7 1.57515 -8.64548 2.21278  -0.491
C8 2.54097 -9.58627 2.70966  -0.264
H12 1.36658 -6.93088 -1.25509  0.202
H13 1.81677 -5.68168 -0.01668  0.187
H14 0.14854 -5.82295 -0.52021  0.166
H15 2.66227 -10.36632 1.95513  0.192
H16 2.21541 -10.01596 3.64613  0.210
H17 3.50762 -9.08478 2.73414  0.207
C9 2.13874 -0.02203 2.14616  -0.257
O8 3.33957 0.41633 1.55315  -0.507
C10 3.71812 1.69133 1.78113  0.982
O9 3.00520 2.56037 2.18462  -0.632
O10 4.98642 1.78987 1.46234  -0.483
C11 5.51257 3.10758 1.33182  -0.259
H18 1.89594 0.40946 3.11619  0.216
H19 2.36877 -1.07101 2.36534  0.196
H20 1.29209 -0.04118 1.45713  0.143
H21 5.34703 3.66755 2.25155  0.205
H22 4.97241 3.61980 0.53029  0.185
H23 6.55870 3.05887 1.05344  0.213
C12 0.32795 2.28632 -0.33851  -0.255
O11 0.06516 3.34908 0.55369  -0.497
C13 0.06244 4.56836 0.02349  0.979
O12 0.61490 4.90539 -0.97477  -0.621
O13 -0.59380 5.37445 0.83522  -0.498
C14 -0.51633 6.76460 0.63416  -0.266
H24 1.33406 2.41003 -0.74520  0.218
H25 -0.30667 2.23602 -1.22924  0.157
H26 0.10166 1.39782 0.24592  0.178
H27 0.48777 7.16267 0.51826  0.213
H28 -0.98792 7.26764 1.48151  0.207
H29 -1.18885 7.07909 -0.17161  0.187
C15 -0.58332 1.53761 -4.06543  -0.275
O14 -1.65709 2.46556 -3.99961  -0.439
C16 -2.73657 2.23340 -3.28964  1.049
O15 -2.92669 1.25234 -2.57415  -0.817
O16 -3.49572 3.29339 -3.38275  -0.432
C17 -4.75430 3.26338 -2.67084  -0.262
H30 -0.22455 1.51365 -5.09212  0.224
H31 -0.81062 0.52963 -3.72159  0.178
H32 0.24022 1.91565 -3.46229  0.219
H33 -4.52851 3.73040 -1.71341  0.199
H34 -5.13346 2.25608 -2.51078  0.185
H35 -5.51822 3.81830 -3.20390  0.237

Spin multiplicity: 4
HOMO energy (spin up / spin down): -0.5202 / -0.5202 Ha
Total charge: +2

Entry from the Open Molecules 2025 dataset: the molecule C4H10N2O in a non-equilibrium geometry (the ωB97M-V functional and the def2-TZVPD basis).

Last column: natural (NBO) charge in e.
Positions of all 17 atoms, in Å:
C1 -0.07828 -1.87782 -0.35936  -0.620
C2 -0.57052 -0.47423 0.11131  -0.059
N1 -1.44357 -0.49774 1.28400  -0.844
C3 0.63085 0.35594 0.46026  -0.516
C4 1.15047 1.32893 -0.61394  0.684
N2 0.19464 2.13601 -1.14975  -0.844
O1 2.36956 1.41489 -0.80836  -0.612
H1 0.43877 -2.35771 0.45417  0.205
H2 -0.93480 -2.59502 -0.64242  0.203
H3 0.50679 -1.83917 -1.32170  0.223
H4 -1.17877 -0.10920 -0.71102  0.178
H5 -1.90977 -1.38627 1.43463  0.371
H6 -0.92035 -0.11712 2.01113  0.358
H7 1.48645 -0.19567 0.87996  0.238
H8 0.45994 0.99913 1.25588  0.217
H9 0.59506 3.04852 -1.49502  0.409
H10 -0.79646 2.16653 -0.78977  0.408

SMILES: C[C@@H](N)CC(N)=O
HOMO energy: -0.3445 Ha

Entry from the Open Molecules 2025 dataset: a cluster of 11 separate species, C39H65F18N5O17 in total in a non-equilibrium geometry (the ωB97M-V functional and the def2-TZVPD basis).

Last column: Löwdin charge in e.
Positions of all 144 atoms, in Å:
C1 -1.78953 1.92395 -9.68305  -0.060
C2 -2.08469 1.86115 -8.20593  -0.150
O1 -1.83746 0.49690 -7.70179  0.083
C3 -1.64704 0.39344 -6.46069  -0.426
O2 -1.91546 1.24127 -5.58177  0.110
C4 -1.09774 -0.96714 -6.00477  -0.520
F1 -2.13511 -1.60262 -5.41159  0.146
F2 -0.68266 -1.78746 -6.98781  0.157
F3 -0.09281 -0.89600 -5.13149  0.159
H1 -1.85994 2.98334 -10.01649  0.096
H2 -2.42438 1.33580 -10.32125  0.071
H3 -0.73534 1.75060 -9.93763  0.086
H4 -3.13482 2.10924 -8.01143  0.138
H5 -1.44459 2.57106 -7.67561  0.095
C5 3.31173 -1.28414 -3.87830  -0.023
C6 2.95413 -1.58962 -2.44565  -0.179
O3 3.13473 -0.39697 -1.64607  0.047
C7 4.28899 -0.11224 -1.19299  -0.404
O4 5.37015 -0.68512 -1.40445  0.121
C8 4.26566 1.17318 -0.31301  -0.499
F4 5.18754 1.06510 0.70790  0.118
F5 4.51253 2.28701 -0.94818  0.205
F6 3.07239 1.28203 0.31296  0.126
H6 4.36086 -1.23038 -4.02818  0.073
H7 2.85592 -0.33833 -4.18650  0.070
H8 2.84583 -2.02418 -4.50797  0.080
H9 3.63097 -2.31902 -2.03990  0.111
H10 1.98400 -1.94880 -2.21219  0.081
C9 -2.31886 4.33968 -4.20488  -0.039
C10 -0.80996 4.61982 -4.10156  -0.164
O5 -0.04088 3.48337 -4.53205  0.055
C11 0.31336 3.44408 -5.76029  -0.434
O6 -0.18791 4.10350 -6.65562  0.122
C12 1.40524 2.42582 -6.05028  -0.509
F7 0.93481 1.42991 -6.81404  0.174
F8 2.39284 3.03814 -6.77425  0.141
F9 1.98793 1.97101 -4.95311  0.184
H11 -2.53245 3.53697 -3.49249  0.066
H12 -2.55589 4.02922 -5.23728  0.081
H13 -2.88373 5.18344 -3.83402  0.076
H14 -0.55169 4.77435 -3.06908  0.089
H15 -0.50123 5.44885 -4.75063  0.131
C13 0.64556 -2.36133 3.90930  -0.050
C14 0.12209 -2.45813 5.30621  -0.150
O7 0.19817 -1.13166 5.96834  0.007
C15 -0.63907 -0.21803 5.56181  -0.375
O8 -1.52769 -0.34947 4.72868  0.115
C16 -0.32795 1.17997 6.25144  -0.487
F10 -1.44382 1.97040 6.13524  0.120
F11 0.04431 1.16906 7.54476  0.165
F12 0.61496 1.75198 5.51940  0.179
H16 1.62273 -1.83099 4.06548  0.098
H17 -0.01584 -1.79702 3.23064  0.079
H18 0.89248 -3.36830 3.60116  0.067
H19 0.63515 -3.12676 6.01082  0.133
H20 -0.93720 -2.73143 5.42562  0.127
C17 -4.60701 -1.77678 3.18987  -0.047
C18 -4.32339 -0.57976 2.32063  -0.120
O9 -4.41141 -1.19938 0.92559  0.049
C19 -3.91172 -0.63069 -0.07326  -0.435
O10 -3.47100 0.51926 -0.13090  0.106
C20 -3.91029 -1.51040 -1.35811  -0.499
F13 -2.91784 -2.39972 -1.38562  0.154
F14 -5.08885 -2.17149 -1.46322  0.148
F15 -3.72415 -0.69657 -2.42476  0.141
H21 -4.57356 -1.42618 4.22032  0.084
H22 -3.82359 -2.49824 3.01915  0.082
H23 -5.56552 -2.12592 2.87232  0.076
H24 -3.31481 -0.21160 2.41955  0.103
H25 -5.06906 0.23575 2.27174  0.121
C21 4.40058 -0.81981 7.72464  -0.040
C22 3.05591 -0.39774 7.20747  -0.193
O11 3.14708 -0.19238 5.78028  0.017
C23 3.58125 1.00656 5.43425  -0.429
O12 3.77441 1.92714 6.17272  0.171
C24 3.83001 1.12480 3.95754  -0.513
F16 3.53108 -0.04290 3.30915  0.129
F17 3.03084 2.07447 3.42117  0.150
F18 5.10036 1.43954 3.74422  0.192
H26 4.76138 -1.59667 7.04991  0.091
H27 4.34151 -1.24202 8.72200  0.083
H28 5.13525 -0.03513 7.72126  0.078
H29 2.66748 0.52730 7.62550  0.116
H30 2.23759 -1.10917 7.24257  0.113
C25 0.92736 -7.00986 -2.29169  -0.055
N1 0.03773 -5.86737 -2.48694  0.030
C26 0.56288 -4.65836 -2.55490  -0.544
C27 -0.45727 -3.56003 -2.59535  0.008
O13 1.76033 -4.39614 -2.40381  0.006
H31 0.48844 -7.69137 -1.56944  0.085
H32 1.95835 -6.67891 -2.02985  0.082
H33 1.10392 -7.54334 -3.20509  0.071
H34 -0.96331 -5.99829 -2.49774  0.144
H35 -0.13684 -2.74359 -1.92717  0.063
H36 -1.48708 -3.86955 -2.38813  0.070
H37 -0.58261 -3.22923 -3.63618  0.086
C28 3.00686 -6.46426 1.01303  -0.069
N2 2.75867 -5.06667 0.60401  0.035
C29 2.78189 -4.11319 1.54567  -0.567
C30 2.92041 -2.70728 1.05749  0.023
O14 2.72865 -4.30133 2.75614  0.016
H38 4.01562 -6.58505 1.44552  0.089
H39 2.99828 -7.17187 0.17483  0.065
H40 2.26609 -6.87310 1.72692  0.085
H41 2.48839 -4.80633 -0.34122  0.099
H42 3.93267 -2.25061 1.17249  0.111
H43 2.15714 -2.09362 1.59727  0.067
H44 2.65671 -2.77685 -0.02641  0.069
C31 -1.91125 3.54781 -0.50390  -0.056
N3 -0.75098 3.83293 0.32846  0.026
C32 0.47148 4.05712 -0.23429  -0.556
C33 1.59218 4.52046 0.67958  0.015
O15 0.66495 3.75500 -1.39622  0.027
H45 -1.57591 3.06357 -1.41776  0.057
H46 -2.43832 4.47263 -0.75876  0.090
H47 -2.65223 2.93753 0.00624  0.063
H48 -0.92669 3.97647 1.30241  0.105
H49 2.17370 5.34491 0.21396  0.099
H50 2.16638 3.58635 0.90655  0.077
H51 1.23999 4.89231 1.65712  0.078
C34 -0.49559 0.33083 -2.22630  -0.024
N4 -0.12811 0.78957 -0.86038  0.062
C35 0.11277 -0.10163 0.13097  -0.555
C36 0.44766 0.46493 1.46776  0.007
O16 -0.06350 -1.30737 0.00994  0.022
H52 0.38189 0.27300 -2.88898  0.074
H53 -1.13362 1.07138 -2.73580  0.080
H54 -0.96634 -0.64186 -2.10977  0.057
H55 0.12554 1.77796 -0.75134  0.086
H56 1.30313 -0.07979 1.85133  0.051
H57 -0.35935 0.31830 2.18080  0.073
H58 0.74519 1.55704 1.38104  0.083
C37 -2.84147 2.78913 3.36813  -0.081
N5 -3.85236 3.30805 4.24785  0.012
C38 -5.03531 2.64468 4.57234  -0.515
C39 -6.08442 3.29914 5.47655  0.009
O17 -5.19718 1.50021 4.25707  0.058
H59 -2.04670 3.51527 3.22898  0.075
H60 -3.29234 2.55102 2.39195  0.086
H61 -2.34684 1.90803 3.76863  0.057
H62 -3.65625 4.18806 4.65917  0.116
H63 -6.26256 4.35092 5.22576  0.080
H64 -5.65802 3.22228 6.45691  0.075
H65 -6.98472 2.72921 5.34314  0.076

SMILES: CCOC(=O)C(F)(F)F.CCOC(=O)C(F)(F)F.CCOC(=O)C(F)(F)F.CCOC(=O)C(F)(F)F.CCOC(=O)C(F)(F)F.CCOC(=O)C(F)(F)F.CNC(C)=O.CNC(C)=O.CNC(C)=O.CNC(C)=O.CNC(C)=O
HOMO energy: -0.3352 Ha

Ordered ΔE to the lowest compared entry with this formula, charge and spin results: 54.18, 58.61, 15.31, 28.97, 0.00; unit kcal per mole.